1.
ORCA calculation (the ωB97M-V functional and the def2-TZVPD basis) on C40H57BCoI2N9O3 as an isolated structure.

CARTESIAN COORDINATES (ANGSTROEM)
Co  0.795  0.697  -0.528
C  -1.772  4.399  1.588
C  -0.634  3.387  1.451
C  0.510  3.721  2.412
C  -1.101  1.998  1.711
C  -1.945  1.554  2.729
C  -2.104  0.200  2.502
C  -2.943  -0.748  3.306
C  -4.406  -0.302  3.257
C  -2.461  -0.816  4.760
N  -1.371  -0.114  1.411
N  -0.755  0.978  0.935
B  -1.371  -1.424  0.599
N  -1.955  -1.059  -0.771
N  -1.496  -0.010  -1.475
C  -2.315  0.159  -2.502
C  -3.325  -0.813  -2.470
C  -3.071  -1.568  -1.348
C  -3.841  -2.747  -0.837
C  -5.293  -2.720  -1.319
C  -3.150  -4.042  -1.269
C  -2.250  1.194  -3.584
C  -1.542  0.575  -4.793
C  -1.592  2.494  -3.147
N  0.041  -2.010  0.475
N  0.981  -1.403  -0.257
C  2.046  -2.192  -0.310
C  1.786  -3.351  0.431
C  0.500  -3.206  0.913
C  -0.297  -4.176  1.739
C  0.283  -5.588  1.653
C  -0.370  -3.742  3.208
C  3.287  -1.859  -1.080
C  3.495  -2.829  -2.243
C  4.508  -1.879  -0.159
H  -1.446  5.378  1.239
H  -2.631  4.089  0.997
H  -2.080  4.493  2.629
H  -0.270  3.390  0.420
H  0.169  3.625  3.442
H  1.330  3.024  2.253
H  0.866  4.740  2.265
H  -2.370  2.138  3.518
H  -2.875  -1.747  2.871
H  -4.512  0.678  3.715
H  -4.753  -0.238  2.229
H  -5.033  -1.010  3.796
H  -2.639  0.133  5.259
H  -2.998  -1.599  5.293
H  -1.397  -1.033  4.809
H  -2.062  -2.220  1.136
H  -4.122  -0.932  -3.178
H  -3.852  -2.706  0.254
H  -5.344  -2.848  -2.397
H  -5.853  -3.528  -0.851
H  -5.765  -1.773  -1.061
H  -3.256  -4.176  -2.342
H  -2.089  -3.992  -1.037
H  -3.585  -4.901  -0.762
H  -3.291  1.414  -3.868
H  -0.572  0.199  -4.484
H  -2.121  -0.262  -5.182
H  -1.406  1.305  -5.589
H  -0.535  2.339  -2.979
H  -1.716  3.258  -3.916
H  -2.029  2.848  -2.217
H  2.456  -4.171  0.592
H  -1.320  -4.210  1.346
H  1.270  -5.633  2.108
H  -0.364  -6.285  2.181
H  0.359  -5.909  0.617
H  0.627  -3.634  3.631
H  -0.889  -2.794  3.301
H  -0.919  -4.483  3.789
H  3.158  -0.854  -1.488
H  3.652  -3.843  -1.880
H  2.629  -2.826  -2.897
H  4.365  -2.524  -2.822
H  4.741  -2.900  0.144
H  5.372  -1.462  -0.671
H  4.313  -1.285  0.730
I  2.171  -0.794  -5.200
C  2.146  1.206  -4.523
C  2.510  2.220  -5.382
C  2.513  3.518  -4.933
I  3.007  5.038  -6.343
C  2.210  3.838  -3.602
C  2.352  5.113  -3.021
C  2.108  5.263  -1.683
C  1.649  4.166  -0.944
N  1.426  2.983  -1.466
C  1.753  2.786  -2.753
C  1.689  1.412  -3.211
O  1.241  0.476  -2.495
H  2.792  1.992  -6.398
H  2.692  5.946  -3.620
H  2.263  6.212  -1.190
H  1.492  4.275  0.118
C  3.051  0.811  3.885
C  2.504  0.647  2.492
N  1.444  -0.013  2.221
O  0.797  -0.645  3.296
C  3.208  1.234  1.383
C  4.531  1.917  1.610
N  2.733  1.127  0.169
O  3.441  1.516  -0.819
H  2.548  0.115  4.551
H  2.852  1.825  4.233
H  4.123  0.634  3.914
H  0.086  -1.110  2.835
H  4.483  2.615  2.444
H  4.777  2.452  0.694
H  5.323  1.193  1.805

Forces on atoms 1 to 6 (eV/Å):
Co -0.2 0.0 -0.9
C 0.2 -0.1 -0.2
C 0.2 0.1 0.1
C -0.1 0.0 -0.2
C -0.1 -0.1 -0.1
C 0.0 -0.2 -0.1

Summary:
* LUMO level (alpha / beta): 2.212 / 2.211 eV
* relative energy (zero: lowest compared OMol25 entry of this formula, charge and spin): 115.1 kJ/mol
* spin multiplicity: 2
* charge: -1



2.
ORCA calculation (the ωB97M-V functional and the def2-TZVPD basis) on C40H57CrN5O4P2 as an isolated structure.

CARTESIAN COORDINATES (ANGSTROEM)
Cr  0.506  -0.990  -0.166
C  4.768  1.348  0.121
C  3.646  0.781  0.988
C  4.042  0.754  2.466
P  1.870  1.382  0.916
C  1.831  3.071  1.757
C  0.397  3.589  1.606
C  2.831  4.146  1.348
C  1.483  1.907  -0.795
C  2.305  2.740  -1.549
C  1.852  3.430  -2.665
C  2.770  4.304  -3.479
C  0.494  3.342  -2.939
C  -0.347  2.509  -2.222
C  0.121  1.689  -1.172
N  -0.624  0.743  -0.472
C  -2.016  0.987  -0.370
C  -2.788  1.376  -1.481
C  -4.055  1.928  -1.357
C  -4.633  2.121  -0.116
C  -5.955  2.819  0.058
C  -3.968  1.569  0.972
C  -2.734  0.941  0.861
P  -2.158  -0.212  2.138
C  -3.594  -1.451  2.012
C  -4.988  -1.162  2.571
C  -3.715  -1.796  0.522
C  -2.339  0.853  3.697
C  -3.331  0.384  4.758
C  -0.948  0.982  4.327
H  5.674  0.761  0.300
H  4.999  2.387  0.362
H  4.534  1.275  -0.941
H  3.504  -0.261  0.687
H  4.119  1.763  2.877
H  5.011  0.264  2.591
H  3.303  0.192  3.041
H  1.990  2.828  2.813
H  0.213  3.931  0.585
H  0.221  4.435  2.276
H  -0.336  2.810  1.831
H  2.697  4.420  0.302
H  3.862  3.829  1.511
H  2.661  5.045  1.948
H  3.335  2.875  -1.248
H  3.768  4.331  -3.041
H  2.390  5.327  -3.524
H  2.861  3.941  -4.506
H  0.067  3.940  -3.738
H  -1.390  2.524  -2.483
H  -2.408  1.204  -2.478
H  -4.589  2.216  -2.256
H  -6.426  3.013  -0.905
H  -5.820  3.775  0.570
H  -6.638  2.215  0.658
H  -4.436  1.626  1.949
H  -3.190  -2.324  2.529
H  -5.363  -0.184  2.273
H  -5.017  -1.241  3.654
H  -5.682  -1.908  2.172
H  -4.231  -1.001  -0.019
H  -4.293  -2.716  0.399
H  -2.731  -1.939  0.070
H  -2.641  1.840  3.336
H  -3.198  -0.678  4.975
H  -4.363  0.559  4.460
H  -3.157  0.938  5.684
H  -0.656  0.058  4.829
H  -0.938  1.785  5.070
H  -0.195  1.197  3.569
N  2.840  -0.810  -2.122
C  3.080  -1.877  -1.266
C  4.364  -2.419  -1.224
C  4.610  -3.503  -0.407
C  3.551  -4.035  0.317
C  2.319  -3.427  0.234
N  2.077  -2.333  -0.507
C  1.646  -0.543  -2.781
C  1.698  0.105  -4.015
C  0.526  0.320  -4.706
C  -0.663  -0.155  -4.158
C  -0.628  -0.759  -2.925
N  0.497  -0.910  -2.207
H  3.658  -0.463  -2.592
H  5.153  -1.980  -1.821
H  5.601  -3.930  -0.344
H  3.682  -4.896  0.956
H  1.477  -3.800  0.798
H  2.651  0.433  -4.410
H  0.536  0.826  -5.661
H  -1.604  -0.029  -4.673
H  -1.527  -1.122  -2.444
C  -0.445  -5.633  -2.288
C  -0.360  -5.830  -0.769
C  -1.094  -4.594  -0.271
O  -0.633  -3.549  -1.133
C  -0.527  -4.102  -2.443
H  -1.350  -6.096  -2.681
H  0.410  -6.054  -2.815
H  0.679  -5.810  -0.437
H  -0.825  -6.754  -0.431
H  -0.883  -4.303  0.753
H  -2.175  -4.727  -0.402
H  0.362  -3.675  -2.914
H  -1.397  -3.813  -3.043
O  0.274  -3.075  2.205
N  1.109  -2.232  2.599
O  1.703  -2.351  3.664
O  1.373  -1.230  1.844

Forces on atoms 1 to 6 (eV/Å):
Cr -0.4 0.2 1.4
C 0.0 -0.1 0.1
C -0.2 0.1 -0.1
C -0.1 -0.1 0.0
P 0.4 0.5 0.0
C -0.1 -0.2 0.0

Summary:
* LUMO level (alpha / beta): 0.051 / -0.019 eV
* spin multiplicity: 5
* charge: 0



3.
ORCA calculation (the ωB97M-V functional and the def2-TZVPD basis) on a 9-piece molecular cluster, C40H57N8O3PS2 overall.

CARTESIAN COORDINATES (ANGSTROEM)
O  -1.708  -0.333  2.908
C  -1.210  0.674  2.427
C  -0.340  1.600  3.372
C  1.102  1.804  2.707
C  1.170  3.050  1.729
S  1.498  2.415  0.003
O  -1.287  1.072  1.107
C  -1.396  -0.023  0.183
C  -0.278  -1.135  0.288
C  0.740  -1.135  -0.946
C  2.207  -1.509  -0.518
O  2.697  -0.700  0.567
P  -3.149  -0.786  0.136
S  -4.143  -0.301  -1.464
H  -0.879  2.578  3.510
H  -0.165  1.075  4.349
H  1.838  1.913  3.554
H  1.353  0.862  2.149
H  2.013  3.731  2.043
H  0.195  3.613  1.710
H  1.155  3.480  -0.808
H  -1.288  0.432  -0.847
H  -0.789  -2.142  0.247
H  0.352  -1.100  1.212
H  0.754  -0.166  -1.506
H  0.410  -1.954  -1.653
H  2.877  -1.307  -1.411
H  2.302  -2.612  -0.279
H  3.601  -0.995  0.783
H  -3.814  -0.254  1.292
H  -3.019  -2.205  0.335
N  -1.628  3.247  -1.795
C  -1.345  4.485  -2.307
C  -1.610  4.456  -3.653
C  -2.077  3.153  -3.964
C  -2.080  2.430  -2.796
H  -1.521  2.978  -0.831
H  -0.978  5.276  -1.672
H  -1.484  5.280  -4.339
H  -2.376  2.788  -4.934
H  -2.361  1.409  -2.589
N  6.521  -2.065  2.357
C  6.872  -3.388  2.318
C  6.197  -4.034  3.321
C  5.406  -3.066  3.990
C  5.625  -1.861  3.372
H  6.869  -1.353  1.737
H  7.569  -3.753  1.581
H  6.264  -5.087  3.549
H  4.750  -3.232  4.831
H  5.222  -0.879  3.566
N  -6.497  -1.527  2.520
C  -5.983  -2.160  3.620
C  -6.786  -1.861  4.691
C  -7.827  -1.021  4.219
C  -7.623  -0.835  2.875
H  -6.108  -1.566  1.593
H  -5.093  -2.764  3.546
H  -6.643  -2.209  5.703
H  -8.634  -0.601  4.798
H  -8.180  -0.271  2.143
N  -4.370  -0.891  -4.997
C  -4.102  0.343  -5.518
C  -4.378  0.303  -6.862
C  -4.836  -1.006  -7.161
C  -4.823  -1.718  -5.989
H  -4.253  -1.149  -4.031
H  -3.738  1.140  -4.890
H  -4.264  1.124  -7.555
H  -5.142  -1.382  -8.125
H  -5.095  -2.740  -5.776
N  -7.143  2.423  -6.432
C  -7.569  3.636  -6.900
C  -8.641  4.031  -6.139
C  -8.866  3.019  -5.171
C  -7.924  2.042  -5.376
H  -6.373  1.892  -6.806
H  -7.076  4.112  -7.733
H  -9.200  4.946  -6.263
H  -9.630  3.009  -4.410
H  -7.743  1.111  -4.863
N  3.832  -6.124  4.977
C  3.093  -6.148  6.128
C  2.449  -7.357  6.194
C  2.818  -8.095  5.040
C  3.674  -7.309  4.310
H  4.404  -5.355  4.668
H  3.087  -5.303  6.799
H  1.787  -7.678  6.983
H  2.494  -9.089  4.775
H  4.182  -7.490  3.376
N  2.733  7.885  -5.613
C  2.017  7.880  -4.446
C  1.335  6.692  -4.375
C  1.655  5.949  -5.539
C  2.522  6.710  -6.283
H  3.323  8.635  -5.928
H  2.054  8.720  -3.771
H  0.679  6.388  -3.574
H  1.292  4.968  -5.802
H  3.004  6.517  -7.228
N  9.931  -3.059  4.586
C  8.745  -2.394  4.744
C  8.638  -2.032  6.063
C  9.806  -2.491  6.725
C  10.586  -3.119  5.788
H  10.269  -3.444  3.721
H  8.084  -2.238  3.909
H  7.812  -1.495  6.504
H  10.048  -2.375  7.770
H  11.547  -3.603  5.871

Forces on atoms 1 to 6 (eV/Å):
O 0.5 1.2 -1.8
C 0.3 -0.2 2.4
C 0.4 0.0 -1.4
C -0.6 0.2 0.1
C 0.1 0.1 0.1
S -0.1 0.6 0.0

Summary:
* LUMO level: 0.024 eV
* charge: 0



4.
ORCA calculation (the ωB97M-V functional and the def2-TZVPD basis) on a 11-piece molecular cluster, C40H57N9O2S2 overall.

CARTESIAN COORDINATES (ANGSTROEM)
C  -8.073  0.609  6.722
S  -7.803  1.997  5.407
O  -6.951  1.488  4.255
C  -9.412  2.527  4.702
H  -8.760  -0.186  6.433
H  -8.394  0.878  7.728
H  -7.159  0.038  6.885
H  -9.360  3.310  3.945
H  -9.965  2.927  5.552
H  -9.870  1.682  4.189
C  -2.426  -7.419  -4.436
S  -3.438  -8.929  -4.027
O  -4.211  -9.023  -5.304
C  -1.970  -10.148  -4.075
H  -3.014  -6.637  -4.916
H  -1.697  -7.698  -5.197
H  -1.977  -7.076  -3.503
H  -1.586  -10.148  -5.095
H  -2.523  -11.078  -3.941
H  -1.169  -9.954  -3.361
N  2.259  0.326  0.126
C  1.629  -0.827  -0.408
C  0.518  -1.000  0.424
C  0.358  0.153  1.189
C  1.460  0.953  1.096
H  3.079  0.726  -0.306
H  2.162  -1.376  -1.170
H  -0.174  -1.824  0.521
H  -0.496  0.254  1.841
H  1.714  1.818  1.689
N  -1.132  6.082  6.287
C  -0.873  6.685  7.399
C  -1.428  6.022  8.398
C  -1.886  4.846  7.913
C  -1.830  4.904  6.572
H  -1.026  6.502  5.375
H  -0.557  7.717  7.429
H  -1.331  6.387  9.410
H  -2.456  4.153  8.514
H  -2.192  4.340  5.725
N  -2.874  -5.794  6.656
C  -3.295  -5.384  7.910
C  -2.320  -4.462  8.340
C  -1.493  -4.151  7.265
C  -1.861  -5.028  6.251
H  -3.401  -6.392  6.035
H  -4.236  -5.788  8.251
H  -2.487  -3.880  9.234
H  -0.759  -3.374  7.110
H  -1.610  -4.959  5.203
N  -0.523  0.113  -7.352
C  0.786  -0.075  -6.958
C  1.249  -1.286  -7.558
C  0.189  -1.708  -8.361
C  -0.804  -0.779  -8.332
H  -0.872  1.039  -7.149
H  1.204  0.689  -6.319
H  2.231  -1.714  -7.419
H  0.118  -2.703  -8.774
H  -1.782  -0.631  -8.765
N  8.148  -0.015  -1.848
C  8.160  -0.069  -3.276
C  7.721  1.172  -3.688
C  7.679  2.082  -2.627
C  7.864  1.349  -1.441
H  8.260  -0.833  -1.266
H  8.386  -0.999  -3.774
H  7.584  1.465  -4.718
H  7.256  3.062  -2.795
H  7.810  1.670  -0.412
N  -1.423  5.322  -2.661
C  -0.164  5.707  -2.867
C  -0.111  6.523  -3.956
C  -1.409  6.628  -4.372
C  -2.287  5.871  -3.536
H  -1.663  4.667  -1.931
H  0.666  5.297  -2.311
H  0.765  6.962  -4.411
H  -1.722  7.252  -5.196
H  -3.345  5.653  -3.557
N  -6.763  1.423  -1.772
C  -6.069  0.346  -2.203
C  -6.455  0.077  -3.540
C  -7.432  0.885  -3.882
C  -7.660  1.704  -2.751
H  -6.541  1.911  -0.917
H  -5.354  -0.099  -1.527
H  -5.817  -0.561  -4.133
H  -7.886  0.926  -4.861
H  -8.354  2.477  -2.455
N  5.962  6.974  4.684
C  7.284  7.282  4.518
C  7.997  6.099  4.677
C  7.046  5.097  4.921
C  5.774  5.692  4.960
H  5.254  7.672  4.506
H  7.579  8.297  4.298
H  9.040  5.819  4.719
H  7.228  4.035  4.849
H  4.800  5.282  5.184
N  6.082  -7.092  -5.368
C  5.497  -6.705  -4.171
C  6.518  -6.534  -3.231
C  7.753  -6.664  -3.925
C  7.460  -7.038  -5.243
H  5.645  -7.331  -6.247
H  4.432  -6.612  -4.022
H  6.495  -6.160  -2.218
H  8.678  -6.507  -3.390
H  8.136  -7.197  -6.070

Forces on atoms 1 to 6 (eV/Å):
C -0.8 -0.8 -0.8
S 1.8 0.5 -0.1
O -1.3 -0.1 1.3
C -0.2 -1.2 0.4
H -0.3 0.2 -0.5
H -0.1 1.0 -0.3

Summary:
* LUMO level: 0.220 eV
* relative energy (zero: lowest compared OMol25 entry of this formula, charge and spin): 353.6 kJ/mol
* charge: 0



Taking the records one at a time from the top gives max |F| values of 0.0270 0.0277 0.0470 0.1238 hartree/bohr.